Record 1
The following is a DFT calculation (the ωB97M-V functional and the def2-TZVPD basis) of C3H4Mg2O4 as an isolated structure at a distorted geometry.

Atoms and positions in Å:
O1 1.29 -0.77 -1.46
C1 0.74 0.17 -0.68
O2 1.40 0.53 0.49
C2 2.85 0.60 0.44
Mg1 3.16 -0.87 -1.06
H1 -1.50 -0.25 -0.09
H2 3.19 0.41 1.46
H3 3.13 1.64 0.20
H4 -0.03 0.88 -1.01
O3 -3.20 0.12 1.22
C3 -2.69 -0.46 0.22
O4 -3.41 -1.20 -0.51
Mg2 -4.94 -0.80 0.77

* charge: +1
* energy above the lowest of the compared OMol25 structures with the same formula, charge and spin: 0.0 kJ/mol
* spin multiplicity: 2
* frontier orbital gap (spin up / spin down): 2.743 / 7.882 eV



Record 2
The following is a DFT calculation (the ωB97M-V functional and the def2-TZVPD basis) of C6H9O2 as an isolated structure at a distorted geometry.

Atoms and positions in Å:
O1 -1.52 -2.44 -2.17
C1 -1.30 -1.37 -2.74
O2 -2.10 -0.53 -3.21
C2 -1.33 0.58 -0.30
C3 0.16 0.42 -0.12
C4 0.57 -0.47 0.90
C5 1.37 -0.05 1.97
C6 1.85 1.21 2.20
H1 -1.63 1.56 -0.63
H2 -1.97 -0.05 0.28
H3 0.80 1.22 -0.49
H4 -0.72 -0.19 -0.91
H5 0.10 -1.45 0.87
H6 1.68 -0.79 2.71
H7 -0.22 -1.01 -2.89
H8 2.61 1.30 2.97
H9 1.64 2.05 1.55

* charge: -1
* energy above the lowest of the compared OMol25 structures with the same formula, charge and spin: 456.4 kJ/mol
* frontier orbital gap: 6.857 eV



Record 3
The following is a DFT calculation (the ωB97M-V functional and the def2-TZVPD basis) of one molecule with the formula C6H9BrN2O at a distorted geometry.

Atoms and positions in Å:
C1 -2.58 -0.05 0.23
C2 2.42 -1.17 0.88
C3 -3.70 0.02 -0.68
C4 -1.42 0.70 0.66
C5 -0.29 0.17 -0.30
C6 3.02 0.88 0.02
N1 -3.55 -0.85 0.52
N2 2.61 0.19 1.02
O1 3.00 0.46 -1.30
Br1 0.30 -1.52 -0.28
H1 1.98 -1.52 1.82
H2 3.03 -1.84 0.19
H3 -4.48 0.76 -0.68
H4 -3.64 -0.40 -1.73
H5 -1.01 0.66 1.77
H6 -1.69 1.68 0.43
H7 -0.19 0.39 -1.36
H8 3.31 1.91 0.30
H9 2.89 -0.48 -1.49

* energy above the lowest of the compared OMol25 structures with the same formula, charge and spin: 683.3 kJ/mol
* frontier orbital gap (spin up / spin down): 6.558 / 8.056 eV